Entry 1:
{
  "formula": "C39H62N4O2Rb",
  "method": "ωB97M-V/def2-TZVPD",
  "e_above_lowest_ev": 0.071,
  "gap_ev": 5.70,
  "e_homo_ev": -3.7,
  "total_charge": -1,
  "elements": ["Rb", "C", "N", "C", "C", "C", "N", "C", "C", "C", "C", "C", "C", "C", "O", "C", "C", "C", "C", "C", "C", "C", "C", "C", "C", "C", "C", "C", "C", "C", "O", "C", "C", "C", "C", "C", "C", "C", "C", "H", "H", "H", "H", "H", "H", "H", "H", "H", "H", "H", "H", "H", "H", "H", "H", "H", "H", "H", "H", "H", "H", "H", "H", "H", "H", "H", "H", "H", "H", "H", "H", "H", "H", "H", "H", "H", "H", "H", "H", "H", "H", "H", "H", "H", "H", "H", "H", "H", "H", "H", "H", "H", "H", "C", "C", "C", "C", "N", "N", "C", "H", "H", "H", "H", "H", "H", "H", "H"],
  "coordinates": [[-1.298, 0.835, -0.188], [2.220, 0.087, 0.649], [1.228, 0.574, 1.584], [1.595, 1.877, 2.104], [0.990, -0.355, 2.685], [0.231, -1.620, 2.288], [-1.076, -1.397, 1.678], [-2.146, -1.234, 2.682], [-1.907, -0.162, 3.702], [-1.508, -0.502, 4.981], [-1.205, 0.460, 5.940], [-1.324, 1.790, 5.545], [-1.736, 2.205, 4.283], [-2.107, 1.206, 3.313], [-2.582, 1.488, 2.159], [-1.927, 3.705, 4.007], [-1.642, 4.122, 2.552], [-0.998, 4.559, 4.882], [-3.384, 4.072, 4.325], [-0.760, 0.123, 7.362], [-0.674, -1.387, 7.594], [0.627, 0.718, 7.643], [-1.762, 0.699, 8.374], [-1.393, -2.530, 0.786], [-2.606, -2.366, -0.086], [-3.851, -2.767, 0.373], [-4.995, -2.662, -0.402], [-4.814, -2.199, -1.703], [-3.588, -1.849, -2.254], [-2.414, -1.854, -1.415], [-1.263, -1.435, -1.797], [-3.576, -1.368, -3.714], [-4.558, -2.172, -4.584], [-2.208, -1.488, -4.404], [-4.011, 0.103, -3.723], [-6.394, -3.017, 0.097], [-6.376, -3.517, 1.542], [-7.296, -1.776, 0.038], [-7.008, -4.121, -0.777], [3.206, -0.070, 1.122], [2.349, 0.805, -0.164], [1.898, -0.857, 0.208], [2.552, 1.858, 2.656], [0.817, 2.234, 2.781], [1.698, 2.594, 1.284], [0.446, 0.184, 3.455], [1.955, -0.666, 3.134], [0.156, -2.260, 3.184], [0.840, -2.179, 1.574], [-2.280, -2.201, 3.205], [-3.065, -1.019, 2.135], [-1.411, -1.559, 5.207], [-1.084, 2.551, 6.278], [-0.648, 3.790, 2.236], [-1.674, 5.214, 2.473], [-2.364, 3.683, 1.872], [0.047, 4.279, 4.726], [-1.213, 4.477, 5.949], [-1.111, 5.613, 4.616], [-4.060, 3.482, 3.703], [-3.574, 5.134, 4.134], [-3.612, 3.861, 5.373], [0.048, -1.854, 6.919], [-1.641, -1.871, 7.441], [-0.355, -1.590, 8.619], [1.363, 0.308, 6.948], [0.951, 0.493, 8.664], [0.622, 1.803, 7.519], [-2.757, 0.278, 8.212], [-1.842, 1.783, 8.276], [-1.454, 0.473, 9.401], [-1.500, -3.447, 1.397], [-0.541, -2.653, 0.114], [-3.907, -3.166, 1.380], [-5.695, -2.111, -2.329], [-4.318, -3.238, -4.543], [-4.483, -1.844, -5.624], [-5.598, -2.048, -4.282], [-1.830, -2.511, -4.343], [-1.466, -0.856, -3.924], [-2.309, -1.224, -5.464], [-4.998, 0.215, -3.268], [-4.065, 0.500, -4.743], [-3.309, 0.716, -3.155], [-5.974, -2.761, 2.221], [-5.771, -4.421, 1.645], [-7.393, -3.755, 1.867], [-6.890, -0.979, 0.666], [-8.307, -2.012, 0.387], [-7.372, -1.390, -0.980], [-6.393, -5.022, -0.739], [-7.075, -3.807, -1.820], [-8.016, -4.376, -0.433], [-1.880, 2.206, -6.137], [-1.798, 2.600, -4.703], [-2.562, 3.447, -3.933], [-2.027, 3.364, -2.628], [-0.996, 2.532, -2.604], [-0.879, 2.081, -3.864], [-2.493, 4.038, -1.376], [-2.451, 2.940, -6.703], [-2.371, 1.237, -6.241], [-0.888, 2.131, -6.585], [-3.397, 4.041, -4.265], [-0.214, 1.353, -4.059], [-3.239, 4.795, -1.613], [-1.663, 4.512, -0.853], [-2.953, 3.319, -0.690]],
  "atomic_forces_ev_per_a": [[-0.06, -0.03, 0.21], [-0.02, -0.06, -0.07], [-0.06, 0.04, 0.07], [0.05, 0.05, -0.02], [0.09, -0.01, -0.01], [0.00, 0.10, -0.04], [0.07, -0.08, 0.10], [0.04, -0.12, -0.04], [-0.06, 0.20, -0.02], [0.03, 0.02, -0.03], [0.05, -0.16, 0.09], [0.08, 0.17, -0.12], [-0.08, -0.15, 0.03], [-0.01, 0.01, -0.02], [-0.01, 0.07, -0.13], [-0.01, 0.08, -0.05], [0.12, -0.12, -0.01], [-0.01, 0.08, 0.04], [-0.05, -0.05, 0.01], [-0.02, -0.05, 0.06], [-0.02, -0.03, -0.03], [0.00, 0.06, -0.06], [0.01, 0.02, 0.03], [0.05, 0.00, -0.02], [-0.01, 0.02, -0.10], [0.04, 0.00, 0.02], [-0.07, -0.05, 0.06], [0.08, -0.01, -0.11], [-0.01, -0.07, 0.10], [-0.22, -0.18, -0.02], [0.10, 0.16, 0.01], [0.05, 0.07, -0.05], [-0.02, -0.03, 0.06], [0.03, 0.00, 0.06], [-0.02, 0.08, -0.07], [-0.04, -0.02, 0.02], [0.04, 0.01, 0.04], [-0.03, 0.02, 0.00], [0.03, 0.00, -0.04], [-0.01, 0.00, 0.03], [0.00, 0.00, 0.00], [0.00, 0.02, 0.00], [0.00, -0.02, 0.00], [0.02, -0.04, -0.01], [0.00, -0.02, 0.01], [-0.05, 0.00, 0.01], [0.00, -0.02, -0.02], [-0.01, 0.00, 0.03], [-0.02, -0.02, -0.01], [-0.02, 0.02, 0.02], [-0.01, 0.02, 0.00], [0.00, 0.01, 0.02], [0.01, -0.03, 0.00], [-0.03, 0.04, 0.01], [0.00, 0.00, 0.03], [-0.02, -0.03, 0.01], [0.00, 0.00, 0.01], [-0.03, -0.01, -0.02], [0.00, -0.03, -0.02], [0.02, -0.01, 0.00], [0.02, 0.00, 0.00], [0.01, 0.01, -0.02], [-0.01, 0.01, 0.00], [0.01, 0.01, 0.00], [0.00, 0.02, 0.00], [0.00, 0.00, 0.00], [-0.01, 0.00, 0.01], [0.01, -0.02, 0.01], [0.01, -0.01, -0.02], [0.00, -0.01, 0.00], [0.00, 0.00, -0.02], [-0.02, -0.01, -0.02], [0.02, -0.05, 0.05], [0.00, 0.02, 0.00], [0.00, -0.02, 0.00], [-0.01, 0.01, 0.00], [0.02, 0.01, 0.00], [0.01, 0.01, -0.01], [-0.02, 0.01, 0.00], [-0.02, -0.02, -0.02], [-0.04, 0.01, 0.01], [0.01, -0.02, 0.01], [0.03, 0.00, -0.01], [0.02, 0.00, 0.01], [-0.01, -0.01, -0.01], [0.00, 0.01, -0.01], [-0.01, 0.01, -0.02], [0.01, -0.01, -0.01], [0.01, 0.00, 0.00], [0.01, -0.01, 0.01], [0.00, 0.01, 0.00], [0.00, -0.01, 0.01], [0.00, 0.01, 0.01], [0.01, -0.06, 0.00], [0.02, 0.03, 0.09], [-0.03, 0.11, 0.00], [0.06, -0.04, -0.13], [-0.05, 0.03, 0.09], [0.02, 0.00, -0.12], [-0.05, -0.07, -0.06], [-0.02, 0.01, 0.03], [0.01, 0.00, -0.01], [0.00, 0.00, 0.00], [0.01, -0.02, 0.01], [-0.01, -0.01, -0.01], [0.01, 0.02, 0.05], [-0.01, 0.01, 0.02], [0.00, 0.11, -0.03]],
  "mulliken_charge": [0.64, -1.14, 1.02, -0.84, -0.59, -1.60, 1.28, -1.23, -0.72, 0.20, -0.08, 0.04, -0.89, 1.71, -1.18, 2.40, -1.71, -1.97, -1.90, 1.96, -2.21, -1.68, -1.66, -1.54, 0.37, 0.00, -0.52, -0.02, -1.01, 0.75, -0.94, 2.52, -2.08, -1.85, -1.40, 2.02, -2.15, -1.66, -1.66, 0.31, 0.31, 0.24, 0.33, -0.06, 0.32, -0.24, 0.37, 0.23, 0.80, 0.13, 0.42, 0.38, 0.11, 0.09, 0.46, 0.33, 0.34, 0.44, 0.45, 0.34, 0.48, 0.31, 0.38, 0.39, 0.45, 0.33, 0.46, 0.30, 0.37, 0.27, 0.46, 0.24, 0.57, 0.38, 0.24, 0.39, 0.51, 0.37, 0.44, 0.07, 0.44, 0.33, 0.46, 0.06, 0.34, 0.37, 0.45, 0.32, 0.47, 0.28, 0.35, 0.29, 0.45, -1.27, 0.65, -0.96, 0.89, -0.46, 0.12, -1.07, 0.33, 0.17, 0.37, 0.36, 0.23, 0.36, 0.31, 0.17]
}

Entry 2:
{
  "formula": "C18H45BF4N3O6",
  "method": "ωB97M-V/def2-TZVPD",
  "e_above_lowest_ev": 2.120,
  "gap_ev": 9.82,
  "e_homo_ev": -7.3,
  "total_charge": -1,
  "elements": ["B", "F", "F", "F", "F", "C", "C", "N", "H", "H", "H", "C", "C", "N", "H", "H", "H", "C", "C", "N", "H", "H", "H", "C", "C", "O", "H", "H", "H", "H", "H", "H", "C", "C", "O", "H", "H", "H", "H", "H", "H", "C", "C", "O", "H", "H", "H", "H", "H", "H", "C", "C", "O", "H", "H", "H", "H", "H", "H", "C", "C", "O", "H", "H", "H", "H", "H", "H", "C", "C", "O", "H", "H", "H", "H", "H", "H"],
  "coordinates": [[-0.818, 0.432, -0.441], [-0.581, 1.792, -0.693], [-0.346, 0.115, 0.889], [-2.145, 0.181, -0.537], [-0.194, -0.491, -1.254], [-0.677, 3.171, -3.866], [0.112, 4.440, -4.072], [0.683, 5.382, -4.494], [-1.143, 2.534, -4.566], [-0.095, 2.530, -3.374], [-1.403, 3.383, -3.176], [-1.153, -3.446, -1.272], [-1.736, -4.779, -1.292], [-2.308, -5.795, -1.267], [-1.206, -2.807, -0.394], [-0.108, -3.886, -1.314], [-1.307, -2.908, -2.286], [-1.654, 3.214, 2.234], [-1.749, 2.153, 3.274], [-1.881, 1.252, 4.005], [-2.479, 4.024, 2.206], [-0.760, 3.816, 2.480], [-1.708, 2.577, 1.268], [-3.334, -3.172, 2.882], [-2.869, -1.800, 2.454], [-1.441, -1.864, 2.266], [-3.199, -3.880, 1.915], [-4.446, -3.420, 3.050], [-2.909, -3.601, 3.785], [-2.841, -1.146, 3.204], [-3.454, -1.487, 1.545], [-1.303, -1.024, 1.952], [3.325, 1.641, 3.472], [2.084, 0.914, 2.962], [1.665, 1.624, 1.738], [3.751, 1.332, 4.284], [2.992, 2.629, 3.669], [4.023, 1.645, 2.811], [1.228, 0.793, 3.523], [2.406, -0.007, 2.889], [1.022, 1.126, 1.294], [-5.505, -2.067, -2.964], [-4.871, -0.985, -2.043], [-4.137, -1.587, -1.027], [-6.207, -2.586, -2.338], [-4.647, -2.871, -3.445], [-5.922, -1.512, -3.908], [-5.657, -0.401, -1.613], [-4.389, -0.546, -2.618], [-3.531, -0.813, -0.888], [2.906, -3.478, 1.161], [1.503, -2.767, 1.623], [0.598, -3.772, 1.708], [2.885, -3.691, -0.099], [2.957, -4.411, 1.810], [3.777, -2.828, 1.548], [1.262, -1.848, 0.904], [1.727, -2.264, 2.700], [-0.151, -3.421, 1.653], [3.462, 4.386, -1.656], [2.556, 3.972, -0.535], [1.194, 4.018, -0.998], [3.462, 3.723, -2.453], [4.551, 4.578, -1.261], [3.001, 5.360, -2.172], [2.712, 4.533, 0.432], [2.688, 2.969, -0.269], [0.841, 3.022, -0.910], [4.384, 0.043, -1.666], [3.008, -0.275, -1.248], [2.202, -0.300, -2.371], [4.664, 1.037, -1.900], [4.711, -0.742, -2.418], [4.922, -0.300, -0.895], [2.650, 0.415, -0.494], [3.087, -1.404, -0.937], [1.265, -0.375, -2.167]],
  "atomic_forces_ev_per_a": [[0.80, -0.30, 1.01], [0.36, -0.38, -0.25], [-0.36, 0.60, -0.35], [-1.84, 0.25, 0.25], [0.62, 0.04, -0.90], [0.54, 2.92, -0.56], [0.61, 1.21, -2.98], [-1.64, -2.71, 1.71], [-0.20, 0.39, -2.12], [2.81, -2.52, 2.20], [-2.01, 0.74, 1.82], [2.36, -0.92, -2.46], [-3.00, -1.05, 0.72], [1.36, 1.54, -0.20], [-0.59, -0.27, -0.02], [-0.21, 1.53, 0.06], [0.04, -0.78, 1.97], [-0.89, -0.14, -0.38], [-1.01, -0.83, 0.94], [0.43, 1.76, -1.29], [0.82, -1.84, 0.40], [0.03, -0.71, -0.94], [0.73, 1.71, 1.22], [-1.96, -2.83, -2.34], [-0.20, -2.90, -1.97], [-1.07, -3.51, -0.05], [0.33, 1.23, 2.33], [1.22, 1.44, -0.30], [0.77, 0.15, -0.24], [-1.52, 3.01, 3.08], [0.79, -0.06, 0.77], [1.58, 3.18, -1.29], [-7.24, 2.10, -0.25], [0.42, 4.53, -1.56], [2.66, 0.54, 1.95], [1.96, -2.46, 5.18], [0.11, 1.34, 0.10], [4.15, 0.12, -4.77], [-1.69, 0.58, 2.12], [1.41, -5.19, -1.87], [-1.60, -1.34, -0.74], [2.13, -0.22, -2.20], [-8.65, -9.05, 6.52], [1.43, 1.48, 0.41], [-0.65, -0.64, -0.45], [-2.35, 2.31, 1.70], [0.21, -1.24, 1.85], [-0.75, 0.67, 0.10], [8.48, 8.07, -8.81], [0.07, -1.62, 0.88], [-0.89, 0.76, -0.54], [4.07, 2.43, 0.28], [8.72, -5.04, 0.26], [0.34, 0.50, 3.91], [-0.08, 0.82, -1.33], [-1.16, -0.84, -1.27], [0.13, -2.10, 1.32], [-0.56, -1.03, -2.17], [-10.58, 4.49, -0.35], [0.90, 4.01, 0.88], [-0.77, 0.71, 0.26], [-1.05, -3.02, 0.48], [0.17, -1.68, -1.29], [-1.99, -0.24, -0.93], [1.23, -1.68, 1.37], [-0.33, -0.05, -1.09], [0.89, -1.57, 0.55], [0.86, 3.52, -0.21], [-0.17, -1.56, -2.64], [-0.33, -2.57, -0.13], [-0.74, 0.65, -1.78], [-0.04, 0.95, -0.52], [-0.55, 1.38, 0.08], [2.58, -0.62, 3.32], [-0.20, -0.14, 0.56], [-0.33, 2.02, 0.57], [0.10, -0.03, 0.41]],
  "mulliken_charge": [0.10, -0.28, -0.37, -0.12, -0.35, -0.68, 0.35, -0.47, 0.48, 0.04, 0.33, 0.14, 0.01, -0.54, -0.10, 0.21, 0.26, -0.31, 0.38, -0.56, 0.38, 0.21, -0.12, -1.19, 0.05, -0.41, 0.16, 0.33, 0.34, 0.53, 0.02, 0.12, -2.07, -0.13, -0.25, 0.61, 0.33, 0.50, 0.57, 0.25, 0.12, -1.05, -0.60, -0.41, 0.29, 0.20, 0.32, 0.33, 0.58, 0.49, -1.06, 0.67, -0.47, 0.15, 0.37, 0.25, -0.26, 0.07, 0.20, -1.13, 0.58, -0.55, 0.29, 0.29, 0.28, 0.22, -0.29, 0.35, -1.62, 1.18, -0.63, 0.36, 0.33, 0.53, -0.24, -0.37, 0.46]
}

Entry 3:
{
  "formula": "C11H16MgN2O4S",
  "method": "ωB97M-V/def2-TZVPD",
  "e_above_lowest_ev": 0.000,
  "gap_ev": 8.22,
  "e_homo_ev": -16.0,
  "total_charge": 2,
  "elements": ["Mg", "C", "O", "C", "O", "C", "O", "C", "O", "C", "H", "H", "C", "H", "H", "C", "C", "N", "C", "S", "N", "C", "C", "H", "H", "H", "H", "H", "H", "H", "H", "H", "H", "H", "H"],
  "coordinates": [[-1.156, 2.089, -0.896], [-1.954, -0.059, -1.432], [-2.380, -1.099, -1.690], [-3.013, 2.297, -2.390], [-3.900, 2.488, -3.089], [0.180, 1.853, -2.960], [0.758, 1.686, -3.935], [-2.840, 2.017, 0.896], [-3.689, 1.923, 1.661], [-0.259, 4.241, -0.276], [-0.380, 4.287, 0.813], [0.772, 4.289, -0.644], [-1.317, 4.416, -1.117], [-1.182, 4.597, -2.192], [-2.324, 4.651, -0.749], [-0.462, -3.288, 0.005], [0.816, -2.671, -0.507], [0.818, -1.193, -0.452], [0.777, -0.433, 0.652], [0.826, 1.278, 0.494], [0.679, -1.010, 1.876], [1.581, -2.114, 2.392], [3.038, -1.969, 2.033], [-0.738, -2.925, 1.001], [-0.344, -4.371, 0.037], [-1.295, -3.075, -0.670], [1.691, -3.022, 0.052], [0.957, -2.929, -1.567], [1.012, -0.687, -1.314], [0.441, -0.322, 2.584], [1.480, -2.109, 3.485], [1.150, -3.048, 2.021], [3.448, -1.074, 2.510], [3.608, -2.824, 2.410], [3.202, -1.892, 0.957]],
  "atomic_forces_ev_per_a": [[0.61, -0.89, 0.39], [-1.52, -4.54, -0.81], [1.56, 4.06, 0.92], [-3.22, 1.06, -2.52], [2.90, -0.70, 2.27], [1.64, -0.46, -3.23], [-1.74, 0.52, 3.19], [-2.97, -0.33, 2.46], [2.99, 0.34, -2.54], [-0.71, 1.27, -0.52], [-0.05, -0.27, -0.39], [-0.35, -0.39, 0.03], [0.79, 0.94, 0.55], [0.14, -0.25, 0.35], [0.32, -0.36, 0.08], [-0.50, 0.02, 0.02], [0.39, 0.08, -0.24], [0.23, 0.45, 0.20], [-0.42, -1.43, -0.01], [-0.70, 0.60, -0.18], [0.92, 0.80, -0.14], [-0.89, -0.37, -0.06], [0.28, 0.45, 0.06], [0.09, -0.17, -0.18], [-0.03, 0.02, 0.08], [0.12, -0.09, 0.11], [-0.23, -0.07, -0.34], [0.08, 0.06, 0.38], [0.12, -0.27, 0.46], [0.25, -0.12, -0.10], [-0.23, 0.06, -0.38], [0.24, 0.02, 0.30], [0.04, -0.08, -0.14], [-0.19, 0.07, -0.08], [0.06, -0.02, 0.02]],
  "mulliken_charge": [0.98, 0.06, -0.15, 0.11, -0.13, 0.18, -0.14, 0.20, -0.14, -0.34, 0.34, 0.35, -0.66, 0.38, 0.41, -1.10, -0.50, 0.05, 0.34, -0.43, -0.15, -0.45, -1.11, 0.35, 0.39, 0.29, 0.16, 0.45, 0.24, 0.35, 0.48, 0.16, 0.34, 0.38, 0.31]
}